No. 1
{"formula": "C36H47AsN2P2PdS3", "method": "ωB97M-V with the def2-TZVPD basis set", "relative_energy_kcal_mol": 2.6, "symbols": ["H", "H", "S", "C", "H", "C", "P", "H", "C", "H", "C", "C", "H", "H", "C", "S", "H", "C", "H", "C", "H", "H", "H", "H", "H", "Pd", "H", "H", "H", "C", "H", "H", "C", "C", "H", "C", "C", "C", "H", "H", "H", "C", "As", "H", "H", "H", "H", "C", "H", "C", "H", "H", "C", "N", "C", "H", "C", "C", "H", "H", "C", "C", "H", "H", "H", "C", "C", "C", "C", "H", "C", "H", "C", "H", "H", "H", "C", "C", "H", "S", "C", "C", "H", "H", "C", "N", "H", "H", "C", "C", "H", "P"], "positions_angstrom": [[-4.7526, 2.2477, -0.7396], [0.3646, -4.2642, 4.7463], [-0.0592, -0.6896, 2.9042], [0.1467, -5.8054, 0.2383], [0.1024, 2.8947, 1.7077], [0.8497, -2.0853, 2.8226], [1.2383, 1.5051, -0.5503], [-0.2017, -6.7887, 0.5619], [-2.8007, 2.1404, -1.6332], [-1.0279, -2.0261, -3.9984], [-1.1687, -3.4223, 2.7975], [-2.0379, 2.3995, -2.7684], [2.2154, -3.7403, 1.4500], [0.7956, -3.1357, -3.2999], [-4.1585, 2.4515, -1.6229], [-2.6552, -0.5717, 0.0573], [3.6504, -3.5994, 2.4923], [-2.5559, 1.7803, 2.4717], [2.4321, -4.5102, -1.0879], [-2.6299, 2.9732, -3.8854], [2.5733, -2.8208, -1.5657], [1.3364, 4.3915, -0.8712], [-0.9847, 2.1463, -2.7649], [-2.4809, 0.7024, 2.5517], [2.7970, -0.1331, 2.0828], [-0.2594, -0.9088, -0.1877], [-1.4328, -4.4719, 2.6539], [1.9910, 0.9077, -3.2731], [-2.7672, 5.6245, 2.1450], [-1.8991, -1.9410, -3.3457], [-2.1232, -4.0712, -2.9125], [-2.8934, -2.9818, -1.7510], [1.7434, 3.6337, 2.8885], [1.6624, 4.7440, -2.9622], [-2.7841, -1.8783, -3.9811], [-2.5562, 3.7627, 1.1016], [-2.7855, 3.9492, 3.4854], [2.9198, -0.8160, 2.9248], [0.9916, -5.9663, -0.4313], [0.6002, -4.8230, -2.8328], [2.0294, 4.7986, -5.0738], [2.3012, -3.8161, -1.9185], [-0.4943, -3.2838, -1.1782], [0.5088, -5.2693, 1.1161], [0.6754, -5.3334, 3.3693], [-4.4466, 3.7251, -4.7420], [2.2605, 2.3454, -5.2795], [3.9399, 3.0676, 2.0808], [1.9134, -4.1881, 3.9029], [-0.3750, 1.1361, -0.4011], [-1.6352, -3.0613, 3.7199], [4.0099, 1.9186, 0.2701], [1.9216, 4.1693, -4.1997], [2.2020, -2.0630, 2.7083], [1.9061, 1.9850, -3.1965], [-2.9041, 4.5635, 4.3689], [-4.7464, 3.0177, -2.7419], [1.6435, 2.5599, -1.9566], [-2.4945, 4.2297, 0.1255], [1.1064, 4.1001, 3.6288], [2.9171, -3.0421, 1.9026], [1.9917, 2.3637, 0.8600], [3.5658, 4.1916, 3.8692], [-2.0350, 3.1799, -4.7658], [3.0128, -4.0963, -2.6975], [0.8764, -3.8313, -2.4623], [-2.4796, 2.3771, 1.2145], [1.5286, 3.9418, -1.8399], [-3.9824, 3.2805, -3.8710], [-1.4107, -5.6096, -1.2576], [3.1228, 3.6813, 3.0236], [1.5683, 5.8184, -2.8712], [-2.7119, 2.5664, 3.6020], [2.5544, -0.3217, 3.8219], [3.9763, -1.0580, 3.0486], [-1.7798, -4.8405, 0.2797], [-0.9776, -5.0345, -0.4357], [-2.7085, 4.5475, 2.2355], [3.4424, -2.5206, 1.0995], [2.0365, -0.3652, -0.7100], [1.1776, 2.9711, 1.8081], [-2.0162, -3.1188, -2.3877], [5.0159, 3.0984, 2.1946], [-2.7713, 2.0987, 4.5762], [2.0498, 2.7915, -4.3160], [0.2817, -3.3372, 2.8579], [-5.8021, 3.2568, -2.7357], [-1.8165, -1.0046, -2.7926], [0.8468, -4.3311, 3.7641], [3.3767, 2.4113, 1.0005], [-1.5546, -2.8259, 1.9725], [-2.0126, 1.3567, -0.2088]], "forces_ev_per_angstrom": [[-0.014, -0.001, 0.009], [-0.016, 0.007, 0.005], [0.094, 0.007, 0.222], [0.015, -0.002, 0.035], [-0.039, 0.010, 0.026], [0.040, 0.252, 0.000], [-0.116, -0.360, 0.410], [0.003, 0.020, 0.026], [-0.022, 0.083, -0.088], [-0.015, -0.012, 0.001], [-0.017, -0.051, 0.001], [-0.051, 0.004, 0.061], [0.015, 0.022, 0.048], [0.002, -0.019, 0.012], [0.017, -0.009, -0.001], [0.204, 0.317, -0.072], [-0.004, -0.005, 0.020], [-0.029, 0.001, -0.052], [0.003, 0.005, 0.006], [-0.028, 0.016, -0.007], [-0.024, -0.035, -0.013], [-0.004, -0.018, -0.030], [0.002, -0.015, -0.003], [-0.016, 0.014, 0.015], [0.016, -0.017, -0.019], [-0.205, -0.228, -0.819], [-0.011, 0.007, -0.021], [-0.002, -0.005, 0.009], [-0.003, 0.003, -0.014], [-0.002, 0.004, -0.050], [-0.009, 0.029, -0.052], [0.012, -0.058, 0.000], [0.059, 0.004, 0.025], [0.008, 0.022, -0.039], [0.004, 0.011, -0.017], [-0.019, 0.033, -0.058], [0.009, -0.021, 0.005], [0.002, -0.002, -0.017], [-0.017, -0.023, -0.025], [-0.002, 0.020, -0.015], [0.002, 0.000, -0.007], [0.012, 0.027, 0.011], [0.208, 0.363, 0.378], [0.041, 0.020, -0.015], [0.012, -0.024, -0.001], [0.005, 0.005, -0.009], [-0.003, 0.000, -0.004], [0.031, 0.006, 0.025], [-0.011, 0.035, -0.045], [0.039, -0.132, 0.195], [0.012, -0.001, 0.011], [-0.003, 0.017, 0.003], [0.005, 0.011, 0.015], [0.036, 0.048, 0.003], [-0.007, 0.049, -0.039], [-0.004, -0.009, 0.015], [-0.070, -0.006, 0.067], [-0.007, -0.049, -0.131], [0.009, 0.015, -0.009], [-0.015, -0.002, 0.001], [-0.025, -0.044, -0.034], [-0.034, 0.075, -0.008], [0.004, 0.003, 0.007], [0.014, -0.006, 0.003], [0.005, -0.014, 0.001], [0.083, 0.005, -0.050], [0.000, -0.002, 0.048], [0.008, 0.055, 0.027], [0.046, 0.003, -0.055], [0.036, 0.002, -0.016], [-0.029, 0.017, 0.021], [0.003, 0.006, -0.004], [-0.005, 0.050, 0.023], [-0.023, -0.023, 0.010], [0.000, 0.012, 0.002], [-0.036, -0.049, -0.040], [-0.161, 0.037, 0.110], [-0.003, -0.003, 0.010], [-0.004, 0.003, -0.002], [-0.033, 0.061, -0.046], [-0.003, -0.114, -0.041], [-0.057, 0.084, 0.006], [0.008, 0.001, -0.003], [0.011, -0.004, 0.006], [0.003, 0.007, 0.011], [-0.144, -0.139, 0.030], [0.000, -0.003, 0.008], [0.005, 0.004, 0.006], [0.043, -0.024, 0.013], [-0.013, 0.006, -0.089], [0.056, 0.004, -0.003], [0.115, -0.395, 0.059]], "lowdin_charge": [0.11, 0.10, 0.70, -0.16, 0.08, -0.80, 0.46, 0.07, -0.34, 0.06, -0.13, -0.07, 0.07, 0.06, -0.09, 0.31, 0.09, -0.12, 0.04, -0.07, -0.01, 0.11, 0.08, 0.04, 0.03, 0.15, 0.08, 0.08, 0.10, -0.18, 0.07, 0.04, -0.07, -0.08, 0.07, -0.09, -0.09, -0.10, 0.05, 0.07, 0.10, -0.18, 1.15, 0.03, 0.08, 0.10, 0.10, -0.08, 0.08, -0.67, 0.08, 0.11, -0.09, -0.21, -0.10, 0.10, -0.08, -0.34, 0.11, 0.10, -0.06, -0.35, 0.10, 0.10, 0.07, -0.42, -0.35, -0.08, -0.09, 0.06, -0.08, 0.10, -0.07, 0.07, 0.09, 0.05, -0.42, -0.09, 0.07, 0.33, -0.07, -0.45, 0.10, 0.11, -0.08, -0.23, 0.10, 0.02, -0.06, -0.10, 0.03, 0.46]}



No. 2
{"formula": "C36H47BBrF4N3OPS2Zr", "method": "ωB97M-V with the def2-TZVPD basis set", "relative_energy_kcal_mol": 11.1, "charge": 1, "symbols": ["H", "C", "H", "H", "C", "H", "H", "H", "C", "C", "C", "H", "H", "B", "H", "C", "H", "C", "H", "C", "C", "C", "H", "C", "S", "H", "H", "H", "C", "P", "H", "C", "H", "Zr", "H", "C", "F", "N", "H", "C", "H", "H", "F", "H", "H", "C", "H", "C", "H", "O", "H", "H", "C", "C", "H", "C", "H", "C", "C", "C", "H", "N", "H", "H", "C", "N", "C", "H", "C", "H", "C", "C", "H", "C", "H", "C", "H", "Br", "H", "H", "F", "H", "C", "H", "C", "C", "H", "H", "C", "F", "C", "H", "H", "H", "C", "S", "H"], "positions_angstrom": [[-0.5826, -5.4556, -1.3316], [2.6456, 5.5203, -1.4954], [1.4063, 3.9180, 1.1767], [-3.4340, -2.1710, 4.8151], [2.1202, 3.1987, -2.0444], [-4.2027, -1.8811, 2.2499], [-0.5356, 2.2656, 5.5110], [-3.5835, -4.0256, 3.2934], [-1.6387, -1.2444, 4.0273], [-2.4985, -2.4808, 4.3441], [1.7148, 2.9215, -0.6957], [6.5830, 0.8865, -0.8603], [-1.4081, 1.1980, -1.9049], [2.6929, -1.7127, 0.9396], [0.1774, -3.3641, -3.7180], [0.0760, -3.0402, -2.6805], [-4.9998, 0.1765, -0.9942], [-4.0803, -0.2141, -3.6096], [-1.4953, -4.3812, 0.6934], [-0.4954, 2.3795, 2.6096], [5.8509, 1.0618, -0.0873], [-3.2789, -2.3795, 1.9468], [0.4527, -2.0157, -2.6517], [-4.2811, -0.6377, -1.1301], [-0.9132, 2.0470, 0.9651], [-0.4644, -0.3887, 2.4534], [-1.8284, -4.0225, -2.5991], [-3.0473, 1.7850, -1.9485], [4.5018, 0.9607, -0.3938], [-1.6859, -1.1920, -0.1540], [-5.5158, -1.5044, -2.6494], [-2.8124, -3.2826, 3.0849], [2.2106, 6.0888, 0.5057], [1.2902, 0.8062, 0.2084], [-4.7681, 0.6364, -3.5569], [-1.0450, 3.1677, 5.1821], [1.8520, -0.7892, 1.7285], [0.6762, 2.2488, 3.1536], [1.5454, -4.6071, -2.3252], [0.9104, -3.9370, -1.7453], [3.0026, 6.4940, -1.8014], [-1.9287, -3.8428, 2.7712], [3.9882, -1.5505, 1.2757], [7.2677, 1.4402, 1.4775], [3.3676, 5.6920, -4.0459], [-0.8413, -3.8034, 0.0386], [-0.4094, -2.1367, 2.4780], [2.8195, 1.8119, 2.6815], [1.5836, -3.3180, -1.1462], [-0.2606, -0.6005, -0.2317], [-0.8179, -1.1542, 4.7408], [3.2247, 3.9228, -5.7524], [3.9142, 1.4938, 1.7705], [2.9234, 3.7328, -4.7331], [3.0271, 2.1168, 3.7040], [-1.0729, -1.2799, 2.6111], [0.6631, -5.3182, -0.1134], [2.2114, 5.2907, -0.2255], [6.2237, 1.3697, 1.2081], [-1.7116, -2.8601, -0.8421], [-2.9837, 0.6409, -0.0268], [3.5536, 1.1726, 0.5153], [-4.5286, -1.3776, -0.3648], [-1.9494, -2.3302, -2.9413], [-2.6569, 0.3057, -3.4372], [1.6186, 1.8028, 2.2426], [-2.4433, 0.8765, -2.0419], [-4.2107, -0.6525, -4.6004], [0.0358, -4.7356, -0.7896], [-1.8580, 3.4000, 5.8675], [-4.4695, -1.2177, -2.5283], [2.4222, 2.4602, -4.3822], [-1.9304, -0.4833, -3.6399], [1.7555, 4.0110, 0.1545], [-2.7670, -3.1320, -0.7075], [5.2383, 1.5940, 2.1600], [4.1656, 0.6909, -1.3879], [1.3217, 0.5559, -2.6340], [-3.8944, -2.1413, -2.6435], [-2.2331, -0.3309, 4.1295], [2.2185, -2.9645, 1.0178], [-0.1773, -3.2262, 0.6876], [-2.2301, -1.2862, 1.5992], [-3.5470, -2.9921, 1.0845], [3.0006, 4.7078, -3.7860], [2.0521, 2.2500, -3.0888], [-1.9934, -3.1222, 5.0670], [-0.3456, 3.9964, 5.1465], [-2.8869, -0.0301, -0.8875], [2.4326, -1.1168, -0.3833], [2.5985, 4.4771, -2.4458], [-2.4550, 1.0855, -4.1737], [-2.7140, -0.3101, 1.7270], [2.3282, 1.6789, -5.1206], [-1.4074, -3.0496, -2.3323], [-1.8324, 2.9038, 3.5863], [5.4862, 1.8487, 3.1797]], "forces_ev_per_angstrom": [[0.000, -0.006, -0.030], [-0.013, -0.068, 0.011], [0.028, 0.016, -0.062], [-0.003, 0.006, -0.003], [0.036, 0.052, 0.033], [-0.015, -0.016, 0.010], [-0.015, 0.000, -0.014], [-0.013, -0.002, 0.007], [0.028, 0.097, 0.027], [-0.060, -0.042, 0.054], [0.046, -0.019, -0.121], [0.046, -0.005, -0.015], [-0.030, -0.031, 0.005], [-0.144, 0.132, -0.056], [0.007, -0.003, 0.001], [0.032, 0.053, -0.078], [-0.010, -0.013, -0.029], [-0.073, 0.048, -0.031], [0.034, 0.006, -0.008], [-0.167, -0.017, 0.072], [-0.134, -0.017, -0.066], [-0.109, -0.044, -0.058], [-0.015, -0.020, 0.047], [-0.039, 0.069, 0.025], [0.259, -0.152, 0.094], [-0.036, -0.057, 0.004], [0.027, 0.006, -0.022], [-0.005, 0.005, -0.019], [0.042, -0.017, 0.077], [0.177, 0.069, 0.039], [-0.006, 0.009, -0.005], [-0.019, -0.096, -0.007], [0.001, 0.014, 0.002], [-1.344, 0.134, -0.554], [-0.014, 0.014, -0.007], [-0.051, -0.083, 0.096], [0.107, 0.113, 0.211], [-0.004, -0.133, -0.252], [-0.024, -0.026, -0.020], [0.164, 0.133, 0.033], [0.025, 0.049, -0.008], [0.001, 0.016, 0.014], [0.312, 0.038, 0.075], [0.030, -0.001, 0.004], [0.005, 0.032, -0.011], [-0.045, 0.037, 0.169], [-0.033, 0.005, 0.030], [0.239, 0.055, 0.030], [-0.117, -0.121, -0.135], [0.360, 0.169, -0.147], [0.004, 0.001, -0.009], [0.021, 0.006, -0.043], [0.047, 0.108, 0.113], [-0.042, -0.119, 0.016], [-0.042, 0.031, -0.063], [0.145, 0.062, -0.089], [-0.002, 0.012, 0.011], [-0.016, -0.024, 0.029], [-0.054, 0.010, 0.038], [-0.263, -0.158, 0.058], [-0.010, -0.035, -0.067], [0.204, -0.131, 0.165], [0.005, -0.021, 0.005], [0.095, 0.023, 0.013], [0.068, -0.016, 0.005], [0.248, 0.148, 0.507], [0.043, 0.076, -0.012], [0.021, -0.023, 0.012], [-0.009, -0.092, 0.008], [0.008, 0.024, 0.014], [-0.020, -0.141, 0.003], [0.005, 0.102, 0.153], [0.039, -0.091, 0.009], [-0.066, -0.032, 0.076], [0.083, -0.021, -0.068], [-0.059, -0.028, -0.166], [0.044, 0.010, 0.018], [0.054, -0.160, 0.040], [-0.040, 0.077, 0.017], [0.003, -0.005, -0.012], [-0.162, -0.263, 0.073], [-0.009, -0.014, -0.066], [0.006, 0.159, 0.061], [0.029, 0.014, 0.051], [-0.008, 0.030, 0.043], [0.058, 0.071, -0.111], [0.011, -0.021, -0.017], [0.025, 0.040, -0.048], [-0.106, 0.066, 0.146], [0.059, -0.042, -0.143], [0.007, 0.009, -0.024], [-0.003, 0.025, 0.001], [0.038, -0.067, 0.013], [-0.007, -0.045, -0.055], [-0.005, 0.016, -0.094], [0.086, 0.032, -0.058], [-0.006, 0.009, 0.035]], "lowdin_charge": [0.12, -0.03, 0.07, 0.11, -0.24, 0.12, 0.04, 0.12, -0.17, -0.18, -0.25, 0.12, 0.05, -1.21, 0.12, -0.17, 0.13, -0.19, 0.11, -1.09, 0.00, -0.17, 0.03, -0.17, 0.67, 0.06, 0.13, 0.13, -0.08, 0.90, 0.12, -0.20, 0.11, 1.56, 0.12, -0.38, 0.00, -0.04, 0.12, -0.17, 0.12, 0.10, 0.23, 0.12, 0.12, -0.16, 0.11, -0.03, 0.09, -0.56, 0.11, 0.11, -0.24, -0.06, 0.15, -0.21, 0.12, -0.06, -0.01, -0.32, 0.06, -0.02, 0.10, 0.07, -0.20, -0.15, -0.20, 0.12, -0.18, 0.04, -0.19, -0.11, 0.09, -0.14, 0.11, 0.03, 0.12, 0.99, 0.09, 0.10, 0.23, 0.09, -0.32, 0.09, -0.02, -0.56, 0.11, 0.04, -0.36, -0.05, -0.16, 0.12, 0.10, 0.11, -0.18, 0.88, 0.13]}



Number 1: E -5750.48577 hartree. Number 2: E -5822.86559 hartree.